(1)
Computed, not measured: a structure of composition C25H33NOP2RuSi in a non-equilibrium geometry, with ωB97M-V with the def2-TZVPD basis set.

Properties
spin multiplicity = 6
HOMO (alpha / beta) = -8.32 / -11.21 eV
LUMO energy (alpha / beta) = -1.8 / -5.7 eV
largest force on an atom = 5.4 eV/Å
HOMO-LUMO gap (alpha / beta) = 6.56 / 5.48 eV
energy above the lowest of the compared OMol25 structures with the same formula, charge and spin = 0.0 kcal per mole
charge = +1
energy = -59026.8177 eV

Each line ends with the Löwdin spin population.
Positions of all 64 atoms, in Å:
1 C 1.25 -4.79 -1.48  0.1142
2 C 1.75 -3.50 -1.32  0.1459
3 C 1.78 -2.63 -2.45  0.0319
4 C 1.18 -3.03 -3.70  0.0451
5 C 0.65 -4.34 -3.80  0.1538
6 C 0.70 -5.20 -2.71  0.1214
7 C 1.11 -2.05 -4.70  0.3600
8 C 1.62 -0.76 -4.53  0.0508
9 C 2.21 -0.45 -3.25  0.0315
10 C 2.68 0.86 -2.95  0.1449
11 C 2.62 1.83 -3.95  0.1072
12 C 2.06 1.53 -5.21  0.1290
13 C 1.57 0.28 -5.50  0.1469
14 H 1.26 -5.48 -0.64  0.0040
15 H 0.21 -4.64 -4.75  0.0038
16 H 0.29 -6.20 -2.81  0.0034
17 H 0.64 -2.31 -5.65  0.0141
18 H 3.00 2.83 -3.74  0.0037
19 H 2.02 2.32 -5.97  0.0039
20 H 1.13 0.03 -6.48  0.0033
21 N 2.27 -1.39 -2.30  0.3562
22 Ru 0.12 0.07 0.14  1.6249
23 C 2.23 -2.94 -0.01  0.0184
24 H 3.03 -2.23 -0.21  0.0032
25 H 2.58 -3.74 0.66  0.0015
26 C 3.20 1.12 -1.57  0.0513
27 H 3.69 0.21 -1.22  0.0032
28 H 3.93 1.94 -1.58  0.0062
29 P 0.96 -1.91 0.89  0.1195
30 P 1.89 1.44 -0.30  0.1451
31 C 1.37 3.13 -0.76  0.0141
32 H 0.66 3.48 0.01  0.0005
33 H 2.22 3.82 -0.80  0.0031
34 H 0.85 3.11 -1.73  0.0010
35 C 2.89 1.66 1.20  0.0344
36 H 3.64 2.45 1.06  0.0066
37 H 2.21 1.92 2.01  0.0030
38 H 3.39 0.71 1.44  0.0010
39 C -0.32 -3.14 1.26  0.0253
40 H 0.13 -4.03 1.72  0.0038
41 H -1.05 -2.69 1.94  0.0006
42 H -0.82 -3.42 0.32  0.0022
43 C 1.78 -1.68 2.50  0.0364
44 H 1.07 -1.16 3.16  0.0011
45 H 2.05 -2.66 2.92  0.0059
46 H 2.68 -1.06 2.38  0.0002
47 C -0.95 1.13 -0.99  0.0943
48 O -1.66 1.76 -1.67  0.0394
49 H -0.12 -0.91 -1.13  0.0733
50 C -3.77 0.79 4.60  0.0176
51 Si -3.45 1.90 3.11  0.0546
52 C -5.08 2.10 2.19  0.0072
53 C -2.95 3.61 3.71  0.0091
54 C -2.06 1.13 2.17  0.4411
55 C -1.09 0.64 1.53  0.1720
56 H -4.53 1.24 5.25  0.0023
57 H -2.86 0.66 5.19  -0.0001
58 H -4.11 -0.20 4.30  -0.0001
59 H -5.83 2.54 2.87  0.0008
60 H -5.00 2.78 1.33  -0.0002
61 H -5.49 1.16 1.82  -0.0001
62 H -2.01 3.58 4.27  0.0000
63 H -2.81 4.31 2.88  -0.0001
64 H -3.73 4.01 4.37  0.0012

(2)
Computed, not measured: a structure of composition C25H34BCrF6N8O4S3Si, with ωB97M-V with the def2-TZVPD basis set.

Properties
spin multiplicity = 4
HOMO (alpha / beta) = -8.08 / -8.15 eV
LUMO energy (alpha / beta) = -0.5 / -0.2 eV
largest force on an atom = 0.7 eV/Å
HOMO-LUMO gap (alpha / beta) = 7.60 / 7.98 eV
energy above the lowest of the compared OMol25 structures with the same formula, charge and spin = 0.2 kcal per mole
energy = -132379.6957 eV

Each line ends with the Löwdin spin population.
Positions of all 83 atoms, in Å:
1 Cr 0.11 0.27 0.41  3.0087
2 C 1.24 1.60 3.84  0.0016
3 C 0.22 0.53 3.65  0.0064
4 C -0.43 -0.09 4.71  0.0017
5 C -1.31 -0.99 4.16  0.0081
6 C -2.26 -1.92 4.85  0.0014
7 N -1.20 -0.90 2.83  0.0013
8 N -0.26 0.03 2.49  -0.0166
9 B -1.88 -1.75 1.77  0.0018
10 N -2.62 -0.84 0.77  0.0034
11 N -1.91 -0.10 -0.12  -0.0098
12 C -2.76 0.34 -1.05  0.0047
13 C -2.38 1.16 -2.23  0.0007
14 C -4.04 -0.13 -0.75  0.0013
15 C -3.91 -0.88 0.41  0.0064
16 C -4.96 -1.59 1.19  0.0011
17 N -0.82 -2.55 1.01  0.0008
18 N 0.06 -1.94 0.15  -0.0037
19 C 0.57 -2.91 -0.62  0.0060
20 C 1.48 -2.76 -1.78  0.0007
21 C 0.05 -4.15 -0.22  0.0011
22 C -0.83 -3.88 0.80  0.0054
23 C -1.67 -4.83 1.59  0.0009
24 H 1.39 1.73 4.91  0.0000
25 H 0.91 2.55 3.41  0.0004
26 H 2.19 1.34 3.38  0.0007
27 H -0.26 0.11 5.76  -0.0001
28 H -2.18 -1.78 5.93  -0.0001
29 H -2.04 -2.96 4.62  0.0004
30 H -3.29 -1.73 4.55  0.0004
31 H -2.67 -2.49 2.28  0.0000
32 H -1.38 1.56 -2.15  0.0000
33 H -3.08 1.98 -2.37  0.0002
34 H -2.42 0.54 -3.13  0.0003
35 H -4.95 0.05 -1.31  -0.0001
36 H -5.94 -1.32 0.81  0.0000
37 H -4.91 -1.33 2.25  0.0002
38 H -4.85 -2.67 1.11  0.0003
39 H 1.27 -1.85 -2.34  0.0001
40 H 1.33 -3.60 -2.45  0.0001
41 H 2.53 -2.76 -1.48  0.0003
42 H 0.28 -5.11 -0.64  0.0000
43 H -1.38 -5.85 1.35  0.0000
44 H -2.73 -4.72 1.36  0.0003
45 H -1.54 -4.68 2.66  0.0002
46 F 4.40 2.46 -1.40  -0.0002
47 C 5.07 1.31 -1.43  0.0000
48 F 6.00 1.38 -2.37  0.0000
49 F 5.66 1.14 -0.25  -0.0001
50 S 3.95 -0.14 -1.76  0.0006
51 O 3.37 -0.53 -0.51  0.0034
52 O 4.78 -1.07 -2.45  0.0004
53 N 2.93 0.55 -2.77  0.0026
54 S 1.41 0.77 -2.79  0.0051
55 O 0.65 0.63 -1.54  0.0210
56 O 0.76 0.17 -3.92  0.0001
57 C 1.32 2.58 -3.12  0.0003
58 F 1.72 3.28 -2.06  0.0006
59 F 0.05 2.91 -3.38  0.0001
60 F 2.06 2.91 -4.16  0.0002
61 C 1.82 6.43 2.86  -0.0001
62 Si 2.50 5.20 1.62  -0.0009
63 C 3.78 4.16 2.49  -0.0023
64 C 3.29 6.15 0.22  -0.0001
65 C 0.98 4.25 1.00  -0.0018
66 C -0.18 4.97 0.75  0.0068
67 C -1.38 4.36 0.41  -0.0008
68 C -1.42 2.99 0.37  0.0002
69 N -0.32 2.26 0.58  -0.0290
70 C 0.87 2.85 0.84  0.0060
71 S 2.12 1.67 0.84  -0.0472
72 H 2.64 6.91 3.39  0.0000
73 H 1.19 5.93 3.61  0.0000
74 H 1.22 7.21 2.39  0.0000
75 H 4.69 4.76 2.59  -0.0002
76 H 4.04 3.25 1.94  -0.0017
77 H 3.46 3.88 3.49  0.0000
78 H 4.05 6.81 0.62  0.0000
79 H 2.56 6.75 -0.33  0.0000
80 H 3.77 5.48 -0.50  0.0000
81 H -0.15 6.06 0.82  0.0004
82 H -2.27 4.94 0.20  -0.0003
83 H -2.34 2.45 0.20  -0.0002